## one
ORCA calculation (the ωB97M-V functional and the def2-TZVPD basis) on a 2-piece molecular cluster, C14H16O overall.

Element x y z (Å)
C  0.20  -3.72  2.62
C  0.89  -2.40  2.43
C  1.65  -1.95  1.38
C  2.30  -0.66  1.32
C  1.87  0.27  2.37
O  2.47  1.51  2.46
C  0.94  -0.04  3.36
C  0.53  -1.33  3.29
H  0.89  -4.58  2.75
H  -0.36  -3.88  1.68
H  -0.40  -3.78  3.49
H  1.82  -2.70  0.54
H  3.12  -0.64  0.71
H  3.13  1.52  1.77
H  0.53  0.72  4.05
H  -0.18  -1.64  4.02
C  -0.45  2.63  -4.23
C  -1.00  1.90  -3.13
C  -0.87  0.53  -2.97
C  -1.58  -0.29  -2.04
C  -2.05  0.49  -0.95
C  -2.09  1.84  -1.02
C  -1.66  2.57  -2.10
H  -0.39  2.15  -5.24
H  0.28  3.34  -3.84
H  -1.34  3.38  -4.45
H  -0.27  0.16  -3.78
H  -1.56  -1.35  -2.11
H  -2.45  -0.04  -0.09
H  -2.32  2.32  -0.10
H  -1.67  3.67  -2.18

Values from the calculation:
E_LUMO: 0.80 eV
Structure (SMILES): Cc1ccc(O)cc1.Cc1ccccc1

## two
ORCA calculation (the ωB97M-V functional and the def2-TZVPD basis) on a 2-piece molecular cluster, C14H16O overall.

Element x y z (Å)
C  -0.53  2.95  -1.32
C  0.64  2.33  -0.43
C  1.71  2.99  -0.11
C  2.92  2.42  0.55
C  2.84  1.11  0.76
O  3.96  0.58  1.26
C  1.55  0.33  0.56
C  0.48  0.95  0.02
H  -0.24  3.07  -2.39
H  -0.64  3.98  -1.14
H  -1.54  2.49  -1.39
H  1.87  4.04  -0.18
H  3.67  3.11  0.79
H  3.79  -0.39  1.43
H  1.48  -0.70  0.65
H  -0.33  0.44  -0.45
C  -2.67  -0.62  -1.05
C  -1.97  -1.70  -0.50
C  -2.38  -2.15  0.81
C  -1.45  -2.74  1.63
C  -0.14  -2.89  1.36
C  0.15  -2.80  0.04
C  -0.79  -2.21  -0.87
H  -2.46  0.31  -0.48
H  -3.74  -0.84  -1.18
H  -2.26  -0.39  -2.13
H  -3.41  -1.90  1.24
H  -1.75  -3.22  2.56
H  0.63  -3.24  2.09
H  1.15  -3.24  -0.19
H  -0.54  -2.06  -1.92

Values from the calculation:
E_LUMO: 0.67 eV
Structure (SMILES): Cc1ccc(O)cc1.Cc1ccccc1

Most stable pick: one. Distance to second place: 15.7 kcal/mol.

## one
ORCA calculation (the ωB97M-V functional and the def2-TZVPD basis) on a 2-piece molecular cluster, C14H16O overall.

Element x y z (Å)
C  1.52  -1.12  -2.77
C  1.39  0.30  -2.28
C  2.53  1.06  -2.03
C  2.46  2.33  -1.46
C  1.21  2.92  -1.30
O  1.01  4.11  -0.68
C  0.07  2.18  -1.59
C  0.14  0.90  -2.09
H  1.15  -1.86  -2.06
H  2.57  -1.39  -2.91
H  1.08  -1.21  -3.76
H  3.48  0.58  -2.23
H  3.37  2.89  -1.33
H  1.81  4.61  -0.44
H  -0.87  2.64  -1.31
H  -0.76  0.32  -2.28
C  -3.14  -2.28  3.13
C  -1.97  -1.62  2.44
C  -1.58  -2.09  1.19
C  -0.64  -1.41  0.43
C  0.10  -0.39  1.01
C  -0.30  0.11  2.25
C  -1.36  -0.48  2.94
H  -2.84  -2.89  3.99
H  -3.67  -2.89  2.40
H  -3.86  -1.53  3.48
H  -2.10  -2.91  0.70
H  -0.46  -1.76  -0.58
H  0.93  0.12  0.53
H  0.36  0.81  2.73
H  -1.66  -0.04  3.88

Values from the calculation:
E_LUMO: 0.81 eV
Structure (SMILES): Cc1ccc(O)cc1.Cc1ccccc1

## two
ORCA calculation (the ωB97M-V functional and the def2-TZVPD basis) on a 2-piece molecular cluster, C14H16O overall.

Element x y z (Å)
C  -0.46  -2.10  0.79
C  0.48  -1.76  -0.25
C  -0.08  -1.11  -1.45
C  0.74  -0.76  -2.49
C  2.16  -1.01  -2.32
O  3.00  -0.51  -3.23
C  2.71  -1.52  -1.17
C  1.89  -1.97  -0.15
H  -0.68  -1.20  1.49
H  -0.20  -2.97  1.43
H  -1.43  -2.39  0.25
H  -1.05  -1.25  -1.66
H  0.17  -0.40  -3.35
H  2.38  -0.26  -3.99
H  3.71  -1.51  -1.13
H  2.34  -2.21  0.81
C  -3.72  1.58  0.82
C  -2.30  1.47  1.28
C  -1.97  1.13  2.64
C  -0.61  1.10  2.88
C  0.33  1.44  1.90
C  -0.08  2.08  0.73
C  -1.39  1.95  0.30
H  -4.37  2.46  0.80
H  -4.38  0.92  1.32
H  -3.89  1.17  -0.16
H  -2.69  0.90  3.39
H  -0.43  1.10  3.89
H  1.36  1.43  2.29
H  0.63  2.68  0.11
H  -1.72  2.46  -0.63

Values from the calculation:
E_LUMO: 0.85 eV
Structure (SMILES): Cc1ccc(O)cc1.Cc1ccccc1

Most stable pick: one. Distance to second place: 51.5 kcal/mol.

## one
ORCA calculation (the ωB97M-V functional and the def2-TZVPD basis) on a 3-piece molecular cluster, C4H12O4 overall.

Element x y z (Å)
O  1.02  3.27  0.34
C  0.02  2.82  -0.16
C  -0.14  1.61  -0.98
C  0.98  0.65  -0.41
C  0.92  -0.77  -0.91
O  1.05  -1.67  0.15
H  -0.96  3.32  0.02
H  0.04  1.86  -2.11
H  -1.22  1.32  -0.74
H  1.91  1.11  -0.77
H  1.10  0.75  0.65
H  -0.20  -1.02  -1.05
H  1.66  -1.07  -1.73
H  1.97  -1.89  0.30
O  -3.04  -1.94  -0.57
H  -3.64  -1.80  0.16
H  -2.63  -2.73  -0.44
O  0.45  -1.56  2.95
H  0.41  -1.48  2.02
H  0.30  -0.78  3.32

Values from the calculation:
E_LUMO: 0.59 eV
Structure (SMILES): O=CCCCO.O.O

## two
ORCA calculation (the ωB97M-V functional and the def2-TZVPD basis) on a 2-piece molecular cluster, C4H12O4 overall.

Element x y z (Å)
O  2.06  1.43  -1.55
C  0.65  1.22  -1.39
C  0.40  1.84  -0.05
O  0.80  3.20  -0.17
H  2.26  2.34  -1.26
H  0.16  1.86  -2.15
H  0.30  0.19  -1.55
H  -0.68  1.84  0.22
H  0.92  1.18  0.67
H  0.07  3.71  -0.58
O  0.71  -2.79  0.34
C  -0.04  -1.96  1.19
C  -1.30  -1.75  0.35
O  -2.21  -0.77  0.87
H  0.28  -3.67  0.32
H  -0.31  -2.43  2.15
H  0.31  -0.93  1.41
H  -0.91  -1.48  -0.65
H  -1.78  -2.74  0.27
H  -1.68  -0.29  1.54

Values from the calculation:
E_LUMO: 0.68 eV
Structure (SMILES): OCCO.OCCO

Most stable pick: one. Distance to second place: 2.4 kcal/mol.

## one
ORCA calculation (the ωB97M-V functional and the def2-TZVPD basis) on a 4-piece molecular cluster, C4H12O4 overall.

Element x y z (Å)
C  -1.34  1.15  -2.42
C  -1.87  0.82  -1.23
C  -1.38  0.88  0.07
C  -1.80  0.07  1.09
O  -1.11  -0.34  2.06
H  -1.93  0.74  -3.23
H  -0.40  1.63  -2.49
H  -2.87  0.57  -1.26
H  -0.50  1.42  0.31
H  -2.85  -0.27  1.10
H  -0.70  0.44  2.36
O  1.54  -2.04  -0.22
H  1.22  -1.69  0.60
H  0.78  -2.18  -0.78
O  2.06  0.10  -1.66
H  1.85  0.01  -2.55
H  1.98  -0.58  -1.00
O  2.08  0.06  1.99
H  2.32  0.33  2.90
H  2.86  -0.17  1.58

Values from the calculation:
E_LUMO: 0.39 eV
Structure (SMILES): C=C/C=C/O.O.O.O

## two
ORCA calculation (the ωB97M-V functional and the def2-TZVPD basis) on a 3-piece molecular cluster, C4H12O4 overall.

Element x y z (Å)
O  2.57  -0.30  3.68
C  2.74  0.09  2.60
C  1.74  -0.54  1.61
C  0.70  0.75  1.29
C  0.61  0.73  -0.28
O  0.01  1.92  -0.78
H  3.48  0.89  2.29
H  0.91  -1.03  1.99
H  2.40  -0.88  0.76
H  -0.33  0.61  1.63
H  1.07  1.57  1.87
H  1.51  0.81  -0.78
H  -0.06  -0.07  -0.68
H  -0.70  1.81  -1.66
O  -3.93  0.18  -1.36
H  -4.23  0.86  -0.77
H  -4.32  -0.77  -1.10
O  -2.34  -2.37  -4.63
H  -2.22  -2.21  -5.56
H  -2.78  -3.20  -4.67

Values from the calculation:
E_LUMO: 0.56 eV
Structure (SMILES): O=CCCCO.O.O

Most stable pick: one. Distance to second place: 18.9 kcal/mol.